C3H9BClOTb as an isolated structure at a distorted geometry, computed with ωB97M-V with the def2-TZVPD basis set.

The value obtained for the gap between HOMO and LUMO (alpha / beta) is 8.79 / 5.95 eV. Its charge is +2. The multiplicity is 7. For the LUMO energy (alpha / beta), the calculation gives -9.77 / -11.38 eV. As for the expectation value of S²: 13.0903. For the HOMO energy (alpha / beta), the calculation gives -18.561 / -17.323 eV.

```
16
Properties=species:S:1:pos:R:3:forces:R:3
C -0.932295 -1.677496 0.180352 -0.6 -0.5 -0.1
C 0.362481 -1.040848 0.983557 -3.7 -0.9 -1.9
C 0.445380 0.579407 0.576935 -3.4 0.7 -1.1
O 0.575194 0.610477 -0.890591 0.1 -0.1 3.9
B -0.125100 1.764474 -1.489949 -1.3 -1.5 0.7
Cl -1.986251 1.690329 -1.370109 1.6 0.2 -0.2
H -1.448376 -2.568731 0.780377 1.3 2.2 -1.1
H -0.592204 -2.156179 -0.859047 -0.6 1.4 2.3
H -1.704313 -0.800922 -0.007594 1.6 -2.1 0.4
H 0.347718 -1.221572 2.140097 0.1 0.2 -1.7
H 1.327954 -1.520601 0.471137 -4.6 -2.3 -0.5
H 1.378499 1.080031 1.127740 -3.6 2.0 -1.0
H -0.511535 1.127935 0.993813 1.9 -1.1 -0.8
H 0.131594 1.733242 -2.660566 0.0 0.5 -1.0
H 0.343222 2.782073 -1.093561 0.0 1.0 -0.1
Tb 2.388033 -0.381620 1.117410 11.1 0.2 2.1
```
Positions in Å, forces in eV/Å.

Here are the Löwdin charges for atoms 1 to 8, given in e:
1 C -0.03
2 C -0.33
3 C -0.33
4 O -0.17
5 B -0.73
6 Cl 0.82
7 H 0.13
8 H 0.14